The following is a DFT calculation (ωB97M-V with the def2-TZVPD basis set) of a single C5H11NO molecule.

Its maximum force is 1.7 eV/Å. The value obtained for the frontier orbital gap is 9.69 eV. Its SMILES is C[C@@H](C=O)N(C)C. Its energy relative to the best compared isomer or geometry (same formula, charge and spin) is 44.78 kcal/mol. The calculation puts the HOMO energy at -8.8 eV. Its spin multiplicity is 1.

Each line ends with the natural charge from an NBO analysis.
Element x y z (Å)
C: 0.843775 1.764708 -0.098955  -0.61
C: 0.493830 0.375505 0.407271  -0.16
C: -0.087652 0.501067 1.815492  0.42
O: 0.079797 1.486276 2.494179  -0.51
N: -0.412811 -0.280313 -0.555295  -0.43
C: 0.376428 -1.031706 -1.543726  -0.41
C: -1.458724 -1.121708 -0.000768  -0.42
H: 1.285819 2.363049 0.690099  0.23
H: -0.085454 2.275031 -0.346982  0.22
H: 1.557573 1.781368 -0.919394  0.21
H: 1.379583 -0.221162 0.527137  0.20
H: -0.548385 -0.349498 2.339055  0.13
H: 1.066125 -0.309556 -1.988755  0.20
H: 1.036686 -1.726983 -1.018199  0.16
H: -0.267366 -1.466680 -2.294844  0.21
H: -1.119037 -1.788649 0.806535  0.16
H: -1.896923 -1.723423 -0.791003  0.21
H: -2.243258 -0.527334 0.478147  0.20

Atomic forces in eV per Å
0.18 0.40 0.35
-1.50 0.64 -0.37
0.59 0.42 0.81
-0.16 0.00 -0.28
-0.02 -0.51 -0.27
0.49 1.41 0.91
0.05 0.12 0.80
0.19 -0.06 0.22
0.07 -0.04 -0.34
-0.25 -0.21 -0.25
0.76 -0.56 0.25
-0.17 -0.35 -0.54
-0.16 -0.12 -0.40
-0.16 -0.73 -0.22
0.05 -0.24 -0.09
0.16 -0.33 -0.27
-0.09 0.03 -0.03
-0.03 0.13 -0.26


The following is a DFT calculation (ωB97M-V with the def2-TZVPD basis set) of a single C5H11NO molecule.

Its maximum force is 0.4 eV/Å. The value obtained for the frontier orbital gap is 10.41 eV. Its SMILES is CNC(=O)C(C)C. Its energy relative to the best compared isomer or geometry (same formula, charge and spin) is 8.18 kcal/mol. The calculation puts the HOMO energy at -9.5 eV. Its spin multiplicity is 1.

Each line ends with the natural charge from an NBO analysis.
Element x y z (Å)
C: -2.691329 0.301815 -0.491026  -0.41
N: -1.341058 -0.139792 -0.758782  -0.64
C: -0.521419 -0.496796 0.277433  0.68
O: -0.966901 -0.775087 1.377843  -0.61
C: 0.970730 -0.420684 -0.025638  -0.32
C: 1.351893 1.001538 -0.510762  -0.61
C: 1.790038 -0.832925 1.193161  -0.60
H: -3.357678 -0.530169 -0.245638  0.20
H: -3.077767 0.852276 -1.354894  0.20
H: -2.662223 0.979427 0.368148  0.21
H: -1.006080 -0.182594 -1.707225  0.39
H: 1.134383 -1.155159 -0.828661  0.21
H: 1.980202 1.506873 0.230274  0.21
H: 0.470693 1.634552 -0.657225  0.22
H: 1.906901 0.980789 -1.453551  0.21
H: 2.859815 -0.776537 0.966092  0.20
H: 1.582927 -0.169830 2.039358  0.22
H: 1.545901 -1.847904 1.513025  0.22

Atomic forces in eV per Å
-0.19 -0.02 0.06
0.11 -0.14 0.05
-0.11 0.05 0.14
0.07 0.31 -0.22
-0.01 -0.11 -0.04
0.04 0.08 -0.03
0.02 -0.08 0.05
-0.01 0.12 -0.06
0.07 -0.19 0.14
-0.13 -0.12 -0.10
0.08 0.22 0.18
0.13 0.21 0.02
-0.06 -0.15 -0.08
0.14 -0.15 -0.04
-0.05 -0.01 0.14
-0.14 -0.04 0.00
-0.01 -0.06 -0.17
0.05 0.08 -0.04


The following is a DFT calculation (ωB97M-V with the def2-TZVPD basis set) of 2 unconnected molecules or ions with the total composition C5H11NO.

Its maximum force is 0.8 eV/Å. The value obtained for the frontier orbital gap is 9.44 eV. Its SMILES is C[C@H]1CN1/C=C\O.[H][H]. Its energy relative to the best compared isomer or geometry (same formula, charge and spin) is 85.90 kcal/mol. The calculation puts the HOMO energy at -8.3 eV. Its spin multiplicity is 1.

Each line ends with the natural charge from an NBO analysis.
Element x y z (Å)
C: 0.653629 -0.217389 -2.336558  -0.62
C: -0.292254 0.411574 -1.351760  -0.07
C: -1.503545 -0.270215 -0.828998  -0.24
N: -0.299775 -0.180445 -0.023290  -0.47
C: -0.215955 0.718748 1.076864  -0.20
C: 0.852540 0.549963 1.859908  0.17
O: 1.768608 -0.407088 1.626536  -0.68
H: 1.684708 0.059000 -2.085555  0.22
H: 0.450476 0.107266 -3.361230  0.21
H: 0.570021 -1.307121 -2.293547  0.21
H: -0.321861 1.502206 -1.361599  0.20
H: -1.752881 -1.270042 -1.184319  0.20
H: -2.359676 0.338237 -0.539993  0.20
H: -0.914337 1.540864 1.202100  0.20
H: 1.028382 1.084195 2.787398  0.19
H: 1.451059 -0.857228 0.818017  0.50
H: -0.593704 -0.695438 2.752575  0.01
H: -0.205435 -1.107085 3.243453  -0.03

Atomic forces in eV per Å
0.01 -0.06 -0.09
0.08 0.12 -0.27
-0.24 0.02 -0.08
0.16 0.06 0.12
0.50 0.33 -0.18
-0.02 0.60 -0.21
-0.08 -0.16 -0.11
-0.14 -0.04 -0.08
0.00 -0.02 0.10
0.03 0.11 -0.01
-0.07 -0.16 -0.01
0.07 0.20 0.10
0.16 -0.04 -0.02
-0.09 -0.16 0.07
-0.03 0.16 -0.28
0.09 -0.04 0.20
-0.06 -0.58 0.61
-0.37 -0.33 0.14


The following is a DFT calculation (ωB97M-V with the def2-TZVPD basis set) of 2 unconnected molecules or ions with the total composition C5H11NO.

Its maximum force is 0.5 eV/Å. The value obtained for the frontier orbital gap is 10.78 eV. Its SMILES is C=NCC.CC=O. Its energy relative to the best compared isomer or geometry (same formula, charge and spin) is 44.23 kcal/mol. The calculation puts the HOMO energy at -9.7 eV. Its spin multiplicity is 1.

Each line ends with the natural charge from an NBO analysis.
Element x y z (Å)
C: 1.191861 -0.812792 1.216933  -0.08
N: 0.278896 0.057839 1.310892  -0.40
C: 0.426150 1.345452 0.640256  -0.26
C: 1.610268 1.547492 -0.298456  -0.65
H: 2.123778 -0.684840 0.653953  0.15
H: 1.058357 -1.766311 1.732776  0.17
H: -0.504594 1.505206 0.082204  0.21
H: 0.432399 2.097937 1.439314  0.20
H: 1.577522 2.561663 -0.708435  0.22
H: 1.560069 0.847583 -1.139778  0.22
H: 2.573915 1.426954 0.209464  0.20
C: -2.317511 -1.179805 -0.393363  -0.74
C: -1.053051 -1.137195 -1.202191  0.45
O: -0.734366 -0.223278 -1.928365  -0.54
H: -2.995225 -0.384812 -0.712367  0.23
H: -2.044667 -1.029205 0.659118  0.26
H: -2.802692 -2.157784 -0.483305  0.23
H: -0.381110 -2.014104 -1.078648  0.10

Atomic forces in eV per Å
-0.17 0.14 0.04
0.36 -0.26 -0.03
-0.01 0.15 -0.05
0.03 -0.06 -0.01
-0.14 0.03 0.03
0.00 0.12 -0.05
0.11 -0.01 0.09
-0.02 -0.09 -0.11
-0.02 -0.14 0.07
0.04 0.10 0.13
-0.13 0.04 -0.06
-0.03 0.09 -0.05
0.03 0.24 -0.13
-0.14 -0.43 0.27
0.08 -0.10 0.06
-0.03 -0.04 -0.14
0.09 0.12 0.01
-0.05 0.10 -0.06